79
Properties=species:S:1:pos:R:3:forces:R:3:lowdin_charge:R:1 method="wB97M-V/def2-TZVPD" homo_ha="-0.4837 / -0.5013" charge=+2 gap_ev="7.0597 / 6.6987" spin_multiplicity=3 max_force_ev_per_a=2.172
C -3.6939 3.1084 -0.3586 0.7 -0.2 -0.4 0.012
H -1.2169 -4.3506 -1.4151 -0.4 -0.4 1.1 0.080
C -2.1552 2.0737 -2.3944 0.2 -0.5 -0.4 -0.313
H -0.4391 3.2706 -2.3789 0.8 0.7 0.5 0.105
N 4.2314 2.1764 0.6716 0.2 1.1 0.3 0.122
C -1.2437 2.9340 -2.9683 -0.8 -1.0 -0.6 0.020
C -2.2073 1.8538 1.2144 0.4 -0.4 -0.2 -0.294
H 6.8879 0.2542 0.2191 -0.3 -0.2 -0.2 0.147
H 0.7866 2.4987 4.5471 0.3 -0.6 0.3 0.043
C -2.9927 2.3728 2.2584 -1.2 0.5 1.4 -0.029
C -4.0949 3.1596 2.0350 -0.1 0.6 -0.1 -0.014
Te -1.8788 -1.4595 -0.4576 0.1 0.4 -0.4 1.606
H 1.0328 -5.0085 1.8928 0.3 0.0 0.2 0.117
H 0.9283 -1.3086 2.6510 -0.1 0.4 0.2 0.027
H -1.2441 -0.6783 4.9583 -0.5 0.4 -0.6 0.050
C -2.1789 -4.3621 2.7240 0.7 -0.3 0.5 -0.042
H 5.5846 -2.0514 -0.1393 0.2 -0.8 0.4 0.098
C 4.7921 -0.1999 -0.3423 -0.5 0.7 -0.4 -0.261
Pd 0.0826 0.1647 -0.0126 -0.2 -0.1 0.5 0.461
Si -0.4480 0.8153 3.1065 -0.8 -1.1 0.8 0.465
C -1.4341 -2.9608 0.8925 0.1 -0.4 0.8 -0.534
H -0.5746 -4.1161 -5.5865 0.0 -0.5 -0.7 0.107
C -2.6529 2.2234 -0.0832 0.2 -0.1 -1.5 -0.188
H -3.9351 0.8701 -2.6397 0.4 -0.2 0.1 0.133
H 1.9159 0.1430 2.7946 0.5 0.2 0.0 0.000
C -1.1351 -3.7561 -2.2785 0.5 1.0 -0.8 -0.130
N 1.3184 -0.9717 -1.0496 0.4 -0.5 -0.4 -0.053
H -2.2812 2.8147 -6.1330 -0.7 -0.1 -0.6 0.112
H -3.4025 -2.8763 1.8579 0.1 0.2 -0.3 0.101
H -2.4239 -0.7611 3.5771 0.7 0.1 0.2 0.031
H 0.4346 3.1165 2.9853 -0.4 -0.3 0.2 0.034
C -0.8417 -1.5900 -3.3643 -0.4 -1.4 0.1 -0.125
S 1.5753 1.9345 0.2880 1.0 0.6 0.2 0.675
H 6.2451 3.3564 2.0608 -0.4 -0.3 0.4 0.091
H 5.9675 -1.3145 -1.6743 -1.1 -0.4 0.8 0.138
H -5.2152 4.2807 0.5093 0.1 -0.3 0.2 0.130
C -4.4148 3.5608 0.6898 -0.8 0.7 1.6 -0.018
C 5.8490 0.5726 0.1865 0.2 -0.4 0.0 0.041
C 6.5302 2.8182 1.1662 0.5 0.1 -1.1 0.011
H -4.6826 3.5780 2.8884 0.6 -0.6 -0.9 0.137
C 0.0239 2.4619 3.7828 0.4 1.1 -0.6 -0.164
C 5.1206 -1.4981 -0.9309 1.7 0.3 -1.3 -0.002
H 1.1615 -0.5775 4.2296 0.1 0.1 0.2 0.044
N -1.1292 1.0812 1.4130 0.2 0.0 0.2 -0.136
C 1.0318 -0.3397 3.1761 -0.6 -0.4 -0.8 -0.176
C -1.1340 -2.3474 -2.2392 -0.4 -0.8 0.3 -0.496
H -0.3680 -1.8161 -5.4708 -0.1 0.7 -0.3 0.111
C -0.1653 -3.5421 0.9491 -0.4 0.4 0.1 -0.146
H -3.8703 3.4789 -1.3702 0.0 -0.4 0.3 0.142
O -1.9671 1.6527 -1.0863 0.5 0.2 0.5 -0.103
C 3.2297 1.3955 0.1716 -0.6 0.3 0.1 -0.697
C -2.4213 -3.3355 1.8137 -0.5 -0.4 0.2 -0.137
H -2.8492 -4.7381 3.5156 -0.1 0.6 -0.8 0.130
H -0.8767 -5.5186 -3.4831 0.0 1.0 0.0 0.133
C 5.5550 1.7936 0.6621 -1.0 1.6 0.7 -0.240
N 3.5222 0.2266 -0.3878 1.0 0.0 0.5 0.097
H 7.4737 2.2893 1.3478 -0.1 0.5 -0.1 0.100
H 0.6365 -3.1888 0.3178 -0.1 -0.3 -0.1 0.068
C 0.0764 -4.5194 1.8951 0.6 0.0 -1.1 -0.067
H -4.0544 1.3523 -5.0689 -0.2 -0.3 0.0 0.113
H -0.6016 3.7774 -4.8195 -0.1 -0.1 0.1 0.121
O 1.8600 -1.9677 -0.9235 -0.4 0.5 -0.1 0.061
H -0.8143 2.9743 4.2326 -0.4 0.2 0.0 0.033
C -0.9138 -4.9419 2.7302 -0.7 0.5 0.4 -0.062
H -0.6586 -5.6506 3.4696 0.0 -0.9 0.6 0.107
C -3.2517 1.7428 -4.4690 0.0 0.2 -0.4 -0.037
C -0.6450 -2.2958 -4.5563 0.0 0.7 -0.2 -0.067
C -2.3397 2.5963 -5.0902 -0.1 -0.7 0.4 -0.065
C -0.8945 -4.4062 -3.4650 -0.4 -0.7 -1.1 -0.043
H 6.6525 3.6330 0.3909 0.1 -1.0 0.6 0.129
C -1.3426 3.1381 -4.3434 1.3 1.2 0.9 -0.064
H -2.5300 0.5292 4.6890 0.3 0.3 0.2 0.025
H -0.8267 -0.5309 -3.3215 0.1 0.9 -0.1 0.082
C -1.7819 -0.0781 4.1814 0.1 -0.5 -0.4 -0.156
H -2.7691 2.0959 3.2853 0.1 0.1 -0.3 0.081
C -0.7593 -3.6538 -4.6514 0.5 -0.7 1.8 -0.048
H 4.0608 3.1352 1.0651 -0.3 -1.5 -0.6 0.187
H 4.3236 -2.0295 -1.4236 -0.2 0.0 0.1 0.071
C -3.1390 1.4359 -3.1161 -1.0 0.6 -0.8 -0.019

---

13
Properties=species:S:1:pos:R:3:forces:R:3:lowdin_charge:R:1 method="wB97M-V/def2-TZVPD" homo_ha=-0.3903 charge=0 gap_ev=9.6336 max_force_ev_per_a=5.608
O -2.6651 -0.8108 0.4539 0.1 -0.4 1.7 -0.031
H -1.8496 1.8664 -0.6162 -0.6 0.3 -0.7 0.093
N -2.3709 1.0046 -0.4872 0.1 0.7 1.1 0.119
C -1.8637 0.1856 0.4156 -1.3 -3.3 -4.4 -0.415
H 1.4040 -2.7751 -0.0225 -0.1 0.3 0.2 0.152
N 0.4637 0.8422 0.1831 -0.8 -0.1 0.9 0.229
C -0.3772 -0.1051 0.3104 0.8 1.7 0.4 -0.236
C 1.2394 -1.7019 0.0934 1.0 0.7 -0.5 -0.116
C 1.8300 0.5180 0.1180 0.8 0.9 -0.6 -0.507
O 2.6705 1.3813 0.0485 -0.6 -0.6 0.2 0.109
H -3.3591 0.0766 -0.5224 1.8 1.5 0.9 0.298
N 2.1754 -0.8424 0.0837 -0.1 -1.1 0.2 0.189
O -0.0722 -1.3985 0.1488 -1.1 -0.6 0.7 0.116

---

24
Properties=species:S:1:pos:R:3:forces:R:3:lowdin_charge:R:1 method="wB97M-V/def2-TZVPD" homo_ha="-0.2996 / -0.2901" charge=0 gap_ev="8.1418 / 8.0021" max_force_ev_per_a=4.635
H -3.2572 2.4924 0.7291 0.6 -0.1 0.1 0.108
H -4.1781 0.1678 0.4676 1.5 0.8 -0.4 0.127
H 2.0032 -2.0936 -1.0476 -0.7 1.6 -1.2 0.160
H 3.3597 1.1703 1.3250 0.5 1.0 -0.5 0.079
C -0.0531 -1.6766 -0.9488 -3.2 -1.9 -0.9 -0.163
C -2.5739 1.6973 0.4114 -0.2 0.1 -0.5 -0.086
C 1.7514 0.0113 -0.5664 -3.5 -1.6 0.4 -0.302
C -3.1050 0.4426 0.1923 -2.2 -1.0 -0.2 -0.115
H -0.0104 -2.4295 -0.0991 0.1 1.0 -0.8 0.137
N 2.4394 2.2510 -1.5295 0.5 1.5 -1.0 0.173
C 2.1114 1.1935 -1.2491 0.4 -0.8 1.6 -0.211
H -0.6068 -2.2828 -1.8091 1.3 1.1 1.6 0.158
C -2.4007 -0.5936 -0.4041 2.8 0.2 0.7 -0.051
C 2.3975 0.7908 1.5641 -0.7 -2.2 1.7 -0.030
H -0.7380 2.7195 0.4271 1.6 3.0 0.5 0.064
C -1.2056 1.8810 0.1293 -2.1 -3.1 0.5 -0.071
O 2.1151 -0.3422 0.6884 0.7 1.6 0.1 -0.096
C -0.9862 -0.5410 -0.5850 -1.2 2.8 1.5 -0.197
H 2.5212 0.3290 2.5849 -0.2 0.4 -1.0 0.107
C -0.5255 0.7348 -0.1611 3.0 -2.6 -2.5 0.069
C 1.3052 -1.2256 -1.3780 2.1 -0.1 3.5 -0.130
H -2.7773 -1.5584 -0.4725 -1.4 -1.5 -0.4 0.083
H 1.4291 -0.8661 -2.3420 -0.1 -0.3 -2.3 0.091
H 1.5323 1.4684 1.6355 0.5 0.0 -0.5 0.095

---

70
Properties=species:S:1:pos:R:3:forces:R:3:lowdin_charge:R:1 method="wB97M-V/def2-TZVPD" homo_ha=-0.2917 charge=0 gap_ev=7.9844 smiles="COc1ccc(C(=O)N2CCN(c3ccc([N+](=O)[O-])c(NCCc4ccc(OC)c(OC)c4)c3)CC2)cc1" max_force_ev_per_a=1.316
H -4.7541 2.1314 -2.5073 0.0 -0.1 0.0 0.123
H 4.5519 -2.8882 2.4111 0.0 0.0 0.0 0.097
C -3.4743 0.7885 0.2345 0.0 -0.2 0.3 -0.208
H -2.1938 0.5385 -2.6857 -0.1 0.1 0.0 0.119
H 3.9011 -4.2955 1.5315 0.1 0.0 0.0 0.093
H -3.6848 -2.5339 0.8938 0.0 0.0 0.0 0.119
H -0.2342 -0.2273 0.3178 0.0 0.0 0.2 0.110
C 0.0814 -0.3606 -0.7033 -0.1 0.3 -0.2 0.009
C -1.9789 0.1633 2.0712 -0.2 -0.5 0.2 -0.183
H 5.1474 0.1254 -1.5713 0.0 0.0 0.0 0.098
C 1.8975 0.7654 2.3785 0.1 0.1 0.1 -0.231
H -3.6414 3.3674 0.6021 0.0 0.0 0.0 0.116
C -2.5163 3.5442 -1.2829 0.2 0.2 0.1 -0.095
H 3.5285 -0.0134 -2.3216 0.0 0.0 0.0 0.087
C 3.1110 0.8415 0.2969 0.1 -0.1 -0.2 -0.001
C 2.0386 -0.6161 2.3823 0.1 -0.1 -0.2 0.049
C -0.7002 1.9504 -1.1379 0.0 0.0 -0.2 -0.411
O 3.8688 -1.2541 -0.6968 -0.3 -0.1 0.5 -0.103
H 2.3361 2.5543 1.2923 0.0 0.1 0.0 0.118
O -0.1903 2.6122 -0.2486 0.2 0.1 0.3 0.056
C -2.4050 -1.1893 1.9341 -0.5 0.9 -0.7 -0.115
C 3.2499 -0.5385 0.2938 0.1 -0.2 0.1 -0.215
C 1.1349 1.4789 3.4610 -0.2 0.0 -0.3 -0.123
C -4.0818 1.4144 -2.0289 0.1 -0.1 -0.2 -0.120
H 1.6183 -1.2177 3.1749 0.0 -0.1 0.1 0.125
H 2.5549 -4.6207 -2.5235 -0.1 0.0 0.1 0.096
C -2.5699 1.1200 1.2280 0.0 0.2 0.0 0.036
C -3.3660 -1.5051 0.9612 0.2 0.0 0.0 0.007
O -2.2599 -3.3824 2.4499 0.1 0.0 0.1 0.054
N -4.0464 1.7260 -0.6156 -0.3 0.1 0.1 -0.091
H -2.8075 4.1460 -2.1491 0.0 0.0 0.0 0.125
H 2.5931 -3.5246 -1.1157 0.0 0.0 0.0 0.076
H -4.4749 0.4153 -2.2016 0.0 0.1 -0.1 0.109
H -2.2407 2.1363 1.3470 0.1 0.1 -0.1 0.099
H -0.2752 2.2189 2.0216 0.0 0.0 0.1 0.096
H -0.6798 -0.2549 3.5283 -0.2 0.2 -0.3 0.100
N -1.0314 0.5092 2.9550 0.4 -0.3 0.3 0.065
H 3.5082 1.4318 -0.5129 0.0 0.0 -0.1 0.111
N -1.8404 2.3558 -1.7585 -0.1 0.2 -0.1 -0.044
H 4.6709 -2.9600 0.6327 -0.1 0.0 0.1 0.084
H -2.6904 1.9629 -3.6260 0.0 -0.1 0.0 0.126
C 4.0500 -3.2174 1.4946 0.4 -0.1 0.0 -0.074
C 0.3438 0.5041 -2.9216 0.0 0.0 0.2 -0.032
H 1.1214 0.8822 4.3751 0.0 0.1 0.1 0.119
C 2.7096 -1.2728 1.3638 0.1 -0.1 0.0 -0.224
H -1.8035 4.1072 -0.6797 -0.1 0.0 -0.1 0.120
H -4.6307 -0.8465 -0.5957 -0.1 0.0 -0.1 0.105
H 1.3137 -0.8103 -4.3096 0.0 0.0 -0.1 0.120
H -0.7915 2.4394 3.7166 0.1 0.0 -0.1 0.125
H 0.2324 1.3075 -3.6358 0.0 0.1 -0.1 0.122
C -3.7635 3.1369 -0.4538 0.0 0.1 0.0 -0.122
C 0.9496 -0.6732 -3.3031 0.1 -0.2 0.0 -0.004
C 1.9929 -3.8807 -1.9560 0.1 -0.2 0.2 -0.063
O 1.7169 -2.8348 -2.8648 0.0 0.3 -0.2 -0.075
N -1.8933 -2.2432 2.7001 0.2 -0.8 0.4 -0.342
C -3.8822 -0.5617 0.1246 0.0 -0.1 -0.1 -0.017
C -0.1001 0.6727 -1.6116 0.2 -0.2 0.1 -0.154
C -0.3056 1.7522 3.0102 0.0 0.4 0.1 -0.170
C 2.4439 1.4814 1.3256 -0.1 -0.1 0.1 -0.035
H 4.7128 -1.3299 -2.5043 0.0 0.1 0.0 0.100
C -2.6504 1.5264 -2.6205 -0.1 -0.2 -0.2 -0.102
O 2.7583 -2.6524 1.3991 -0.3 0.4 -0.2 -0.105
C 1.1091 -1.7219 -2.3908 -0.1 0.2 0.0 -0.278
C 4.3359 -0.5634 -1.8285 0.1 0.2 -0.2 -0.070
H -4.6414 3.6851 -0.8123 0.1 0.0 0.1 0.121
C 0.6549 -1.5579 -1.0853 0.1 -0.3 -0.2 0.011
H 1.0716 -4.3352 -1.5798 0.0 0.0 0.0 0.102
O -1.0873 -2.0030 3.6062 0.0 -0.1 0.1 0.029
H 1.6144 2.4345 3.6786 0.0 0.0 0.1 0.118
H 0.7632 -2.3407 -0.3535 0.1 -0.1 0.1 0.113